Computed, not measured: an isolated molecule of C2H4N2 in a non-equilibrium geometry, with ωB97M-V with the def2-TZVPD basis set.

```
8
Properties=species:S:1:pos:R:3:forces:R:3
C 2.067343 0.147462 0.106371 -0.6184 -0.1002 -0.2335
C 0.926733 -0.245540 0.139374 0.5334 0.7031 0.3315
N -1.317590 0.421366 0.274994 -2.3210 0.7318 -0.6276
N -0.371742 -0.680677 0.211036 -0.6261 -0.7135 -3.5798
H 3.026619 0.575726 -0.092279 -0.1631 -0.2246 0.2164
H -2.214148 0.087697 0.751286 1.9500 0.3648 -0.9761
H -1.644915 0.948202 -0.651733 1.4608 -1.9962 2.1943
H -0.472302 -1.254233 -0.739051 -0.2155 1.2348 2.6748
```
Positions in Å, forces in eV/Å.

Results
F_max   3.70 eV/A
LUMO   0.922 eV
M   56.1 g/mol
Total energy   -187.9791 Ha
Structure (SMILES)   C#CNN

Computed, not measured: an isolated molecule of C25H33N3O6S, with ωB97M-V with the def2-TZVPD basis set.

```
68
Properties=species:S:1:pos:R:3:forces:R:3
C -2.818364 -0.134381 -2.972375 0.4557 -0.0961 0.1105
C -1.323122 -0.135364 -2.692354 -0.1150 0.2459 -0.2831
O -1.099050 -1.036924 -1.632466 0.1296 -0.2257 0.1956
C 0.182590 -1.293645 -1.249850 -0.1505 -0.0637 0.0655
C 1.314538 -0.744935 -1.820743 -0.2592 -0.0546 -0.1158
C 2.584604 -1.076327 -1.353847 0.0665 -0.2524 0.0812
C 2.734568 -1.947417 -0.293022 -0.0014 0.0210 -0.1070
C 1.593521 -2.513276 0.274156 -0.1886 -0.0397 -0.0221
C 0.325838 -2.216069 -0.187662 -0.1162 0.0175 -0.1819
O -0.835678 -2.743746 0.280616 0.1116 0.3136 -0.1892
C -0.800773 -3.797376 1.221602 0.0031 -0.3262 0.3682
C -0.638297 -3.327679 2.665568 -0.0050 0.0347 -0.4613
H -1.465240 -2.678324 2.938798 -0.0889 0.0650 0.0787
H 0.291623 -2.781631 2.802542 0.1001 0.0366 0.0693
H -0.638515 -4.190917 3.326408 0.0011 -0.0663 0.0944
H -1.771956 -4.288830 1.110209 0.1785 -0.0049 -0.0080
H -0.016416 -4.518928 0.958844 -0.1022 0.0652 -0.0354
H 1.724757 -3.202405 1.093120 -0.0491 -0.0715 0.1422
C 4.074267 -2.329926 0.280004 0.1228 0.1581 -0.0608
H 4.400675 -3.275918 -0.163569 0.0416 0.0051 0.1139
H 3.949325 -2.496837 1.352689 0.0010 -0.1062 0.0213
C 5.182222 -1.301346 0.073407 0.1300 -0.1533 -0.1028
N 4.792197 0.011010 0.541717 -0.0438 -0.4188 0.1831
C 5.087733 1.124005 -0.155716 -0.0239 0.3465 0.5261
O 5.713669 1.109833 -1.200008 0.1209 0.0988 -0.4111
C 4.568667 2.414094 0.462318 -0.0862 0.0109 -0.3300
H 4.340703 2.279820 1.519600 0.0994 0.0608 0.0330
H 5.334572 3.181961 0.346503 0.0373 -0.0832 0.0498
C 3.298846 2.872869 -0.265225 0.3597 0.4321 0.3077
N 2.204802 1.926374 -0.164383 -0.5248 -0.1656 0.7271
S 1.637520 1.634786 1.384366 -0.1460 -0.1636 -0.4803
O 2.245743 0.442234 1.929538 -0.3527 -0.0840 -0.0329
O 1.781235 2.846067 2.138319 -0.0236 0.2679 -0.1867
C -0.086640 1.341751 1.067492 0.5935 -0.0156 0.1056
C -0.720610 0.233990 1.590211 0.1505 0.0537 0.0565
C -2.076703 0.033543 1.381272 -0.1047 -0.0515 0.0721
C -2.766885 0.985959 0.648888 0.5777 0.0367 0.1949
C -2.114631 2.103314 0.115035 0.0537 -0.1430 0.1329
C -0.767527 2.290726 0.320066 -0.2688 0.0057 -0.0351
H -0.234929 3.141912 -0.071810 -0.0082 0.1577 -0.1273
C -3.090310 2.955234 -0.641223 0.0529 0.0155 -0.0232
H -2.828965 3.000784 -1.699723 -0.0418 0.0275 -0.0141
H -3.107043 3.975662 -0.257732 -0.0435 -0.0012 -0.0541
C -4.432883 2.237532 -0.419018 -0.4227 0.3512 -0.2303
N -4.123916 1.023394 0.333325 0.0828 -0.0633 -0.0682
C -5.057801 0.103415 0.727500 -0.3212 0.1208 -0.1428
O -4.780997 -0.857427 1.410271 0.0467 -0.2539 0.1477
C -6.463706 0.376157 0.243245 0.0158 -0.2038 0.1426
H -6.822722 1.333011 0.615696 -0.0478 0.1078 -0.0333
H -6.501293 0.387387 -0.843908 -0.0260 0.0653 -0.0988
H -7.110018 -0.414897 0.612907 0.0452 0.0039 0.0107
H -4.914153 1.983601 -1.367330 0.0150 0.0649 0.0941
H -5.123141 2.861725 0.157193 0.0427 -0.0376 -0.1136
H -2.585483 -0.832362 1.766291 0.0293 -0.0109 0.0173
H -0.134904 -0.464380 2.163548 0.0228 -0.1939 0.0704
H 2.403075 1.038182 -0.610853 -0.1118 -0.1934 -0.0245
H 2.940107 3.800926 0.184046 0.1802 0.0529 -0.1832
H 3.510152 3.034775 -1.325083 -0.0802 -0.0044 0.0925
H 4.126321 0.053795 1.304592 0.1021 0.1876 -0.0757
H 6.076152 -1.631104 0.618630 -0.0705 -0.0193 -0.1794
H 5.455355 -1.203985 -0.980970 -0.0070 -0.0374 0.1442
H 3.444668 -0.647869 -1.845224 0.1770 0.0946 -0.0368
H 1.230394 -0.051971 -2.643113 -0.0808 0.0666 -0.0849
H -0.774061 -0.450778 -3.590812 0.0071 0.0532 0.1236
H -0.980618 0.870958 -2.407139 0.0305 -0.1226 -0.0402
H -3.355341 0.065673 -2.051043 -0.1462 0.0794 0.1302
H -3.062028 0.620276 -3.715468 -0.0493 0.0791 -0.0798
H -3.125752 -1.109755 -3.338847 -0.0769 -0.0765 -0.0492
```
Positions in Å, forces in eV/Å.

Results
F_max   0.91 eV/A
LUMO   0.492 eV
M   503.6 g/mol
Total energy   -1986.3832 Ha
Structure (SMILES)   CCOc1ccc(CCNC(=O)CCNS(=O)(=O)c2ccc3c(c2)CCN3C(C)=O)cc1OCC

Computed, not measured: a cluster of 3 separate species, C14H30B2IN6O5 in total in a non-equilibrium geometry, with ωB97M-V with the def2-TZVPD basis set.

```
58
Properties=species:S:1:pos:R:3:forces:R:3
C 2.032884 0.059210 -2.761184 0.1210 0.3956 0.5486
C 2.293037 0.648721 -1.373001 0.2165 -0.0896 0.0542
C 1.308377 0.130080 -0.336557 0.8976 0.5980 0.0539
I 1.965106 0.609809 1.652052 -0.1497 0.0311 0.0568
C -0.116666 0.430101 -0.594455 -0.5084 -0.6563 0.1328
C -1.004155 -0.642157 -0.843795 0.7667 -0.4831 -0.0355
B -0.602130 -2.193025 -0.898149 -0.0003 -0.2129 0.3084
O 0.633381 -2.642519 -1.250765 -0.2943 -0.3279 -0.3873
O -1.544735 -3.110407 -0.516103 0.0457 0.2355 -0.1681
C -2.301738 -0.333676 -1.046861 -0.5626 -0.5231 -0.0829
C -2.759485 0.976388 -1.024243 0.0662 0.4921 0.1275
C -4.195320 1.323556 -1.229304 -0.0140 0.2197 -0.2573
N -4.671681 1.073934 -2.575331 -0.0523 0.0479 0.1871
N -1.914561 1.951288 -0.827399 0.2392 0.3319 0.0410
N -0.621864 1.650522 -0.614878 -0.0246 0.7463 0.3763
B 0.150115 2.985136 -0.426048 -0.1497 0.3572 -0.2314
N 0.500192 3.660070 -1.617102 0.3343 -0.9464 0.0797
O 0.342627 3.473186 0.816402 0.1503 -0.6391 -0.3266
H 2.422919 0.735714 -3.503568 -0.0175 0.1471 -0.4616
H 2.591818 -0.860342 -2.831506 0.0233 -0.4437 -0.1258
H 0.976117 -0.112340 -2.937064 -0.2625 0.0094 -0.2880
H 3.248635 0.270625 -1.047324 0.3927 0.0087 0.1048
H 2.380922 1.725613 -1.375252 -0.2280 0.3484 -0.0498
H 1.457761 -0.928222 -0.341162 -0.1961 -0.4695 0.0719
H 0.926713 -2.343894 -2.116895 0.5574 0.3096 0.1592
H -2.211292 -3.244162 -1.193999 -0.3302 -0.3070 0.1989
H -3.009711 -1.124355 -1.210459 -0.3332 -0.1700 -0.0340
H -4.324950 2.358285 -0.943953 -0.0621 0.3355 -0.0381
H -4.775496 0.743717 -0.534071 -0.3231 -0.2688 0.3650
H -4.018438 1.335189 -3.295529 0.0033 0.0301 -0.1349
H -5.010404 0.136633 -2.709103 0.0069 -0.1200 -0.1400
H 1.446998 4.007170 -1.660107 -0.1071 0.5864 -0.1039
H 0.290042 3.147117 -2.458834 0.0338 0.1454 -0.2808
H 0.954383 4.213283 0.767977 -0.0807 0.3601 0.3270
C -2.022612 2.625501 2.649896 -0.0479 -0.0226 0.3677
C -3.229758 1.872129 3.149087 -0.0301 -0.0350 -0.1063
O -3.892918 1.177042 2.387958 0.0122 -0.0688 -0.1795
N -3.553864 1.978156 4.453575 0.0490 0.0535 0.0686
C -2.882841 2.748387 5.486717 -0.2622 -0.1870 -0.0023
H -1.938734 2.416559 1.601486 0.0114 -0.0260 -0.3389
H -2.130854 3.701878 2.780710 0.0545 0.0093 0.0798
H -1.113914 2.288272 3.149880 0.0229 0.0990 0.0319
H -4.369763 1.444971 4.712131 -0.0067 0.0079 0.0268
H -2.543411 2.086317 6.283528 0.0768 0.0508 0.0234
H -3.571103 3.477797 5.913882 0.0672 0.0670 0.0192
H -2.026123 3.273230 5.079441 0.0183 0.0062 -0.0330
C 4.137074 -3.296196 0.899176 -0.0390 0.1141 -0.0544
C 4.061824 -3.023819 -0.583305 0.0328 0.0205 0.0417
O 3.905302 -1.889191 -1.030790 -0.1573 -0.0425 0.0351
N 4.172856 -4.078801 -1.416508 -0.0306 -0.0337 0.1021
C 4.358903 -5.480624 -1.076584 -0.0134 0.1347 -0.2874
H 4.036162 -2.358683 1.437152 -0.0091 0.0607 -0.0699
H 3.328434 -3.962725 1.200413 0.0701 -0.0742 0.0519
H 5.095334 -3.745359 1.158989 -0.0438 -0.0896 0.0397
H 4.119717 -3.831859 -2.392015 0.0524 -0.0287 -0.0337
H 5.286857 -5.848630 -1.514055 0.0174 -0.0538 0.0692
H 3.531918 -6.071215 -1.470936 -0.0006 -0.0557 0.0720
H 4.402111 -5.613387 -0.002257 -0.0024 0.0152 0.0295
```
Positions in Å, forces in eV/Å.

Results
F_max   1.08 eV/A
LUMO   -4.074 eV
M   511.0 g/mol
Total energy   -1603.5938 Ha
Net charge   +1

Computed, not measured: a cluster of 2 separate species, C3H8NOS in total in a non-equilibrium geometry, with ωB97M-V with the def2-TZVPD basis set.

```
14
Properties=species:S:1:pos:R:3:forces:R:3
C -2.638116 -0.690000 0.990933 0.4737 0.1730 1.3351
C 0.323034 0.201082 -0.743148 0.6545 2.8190 -0.0830
C 2.638027 -0.974652 0.175276 0.7048 0.8267 1.4175
N -0.525195 1.447470 -0.994144 -0.8807 -1.6313 -2.6177
O -2.497669 0.426340 0.562940 -0.3047 0.2960 -0.3848
S 1.869253 0.655895 -0.211894 0.6832 -1.6139 0.1876
H -1.782493 -1.377205 0.999033 -0.1310 -0.3916 -0.3120
H -3.523584 -0.972934 1.583485 -0.1286 -0.0864 -0.4794
H 2.591100 -1.633790 -0.646676 -0.4836 -0.6612 -0.9452
H 2.230376 -1.392757 1.107016 -0.1257 0.1709 -0.5250
H 3.715106 -0.827239 0.355634 -0.4536 0.4287 -0.0667
H -1.211667 1.361815 -0.263630 -1.7204 -0.3318 0.3334
H -0.946049 1.348991 -1.988418 0.3626 0.2445 2.1399
H -0.242125 2.426982 -0.926412 1.3494 -0.2427 0.0005
```
Positions in Å, forces in eV/Å.

Results
F_max   3.21 eV/A
LUMO (spin up / spin down)   -3.357 / -6.706 eV
M   106.2 g/mol
Total energy   -646.8426 Ha
Net charge   +1
2S+1   3